Record 1
ORCA calculation (the ωB97M-V functional and the def2-TZVPD basis) on a molecular structure, C24H29AuBN6O4SSe.

XYZ file:
```
67
Properties=species:S:1:pos:R:3:forces:R:3
Au 1.082894 -0.334040 -2.842045 0.045 -0.106 -0.334
N -3.347491 -3.948448 3.733810 -0.024 -0.001 0.008
C -2.487169 -3.668451 2.715726 0.018 -0.003 -0.019
C -1.534277 -2.643898 2.850134 0.001 -0.020 0.008
C -0.680617 -2.343480 1.814355 -0.025 0.020 -0.012
C -0.774207 -3.053698 0.617801 -0.065 -0.042 -0.026
C -1.709154 -4.077594 0.467853 0.000 0.042 0.061
C -2.554788 -4.382872 1.507927 0.013 0.009 0.014
S 0.261313 -2.659465 -0.708488 0.044 -0.050 0.030
O 0.312560 -3.729260 -1.649510 0.005 0.039 0.003
O 1.455051 -2.043228 -0.202722 0.039 0.072 -0.026
N -0.528885 -1.382307 -1.573223 -0.138 -0.263 0.082
C -1.456379 -1.811837 -2.586730 0.023 -0.205 -0.030
N -2.550050 -2.447807 -2.226652 0.043 0.070 0.038
C -3.345208 -2.824322 -3.227285 -0.025 0.010 -0.038
C -3.046021 -2.554140 -4.552872 0.023 0.008 0.041
C -1.868291 -1.873288 -4.801705 -0.015 0.015 -0.032
N -1.059373 -1.505354 -3.808706 0.044 0.087 -0.031
H -3.172302 -3.571020 4.647576 0.003 -0.002 0.002
H -3.895805 -4.789001 3.698962 0.001 -0.003 0.001
H -1.465922 -2.099150 3.783670 0.004 -0.004 0.002
H 0.055990 -1.559624 1.918859 0.009 -0.018 0.000
H -1.754525 -4.631224 -0.457682 -0.003 -0.013 -0.037
H -3.276084 -5.182989 1.400892 0.001 -0.001 0.003
H -4.250250 -3.352034 -2.950847 0.010 -0.003 0.002
H -3.700680 -2.861169 -5.354382 0.001 -0.002 -0.001
H -1.553430 -1.616577 -5.805087 0.001 -0.006 0.001
C -2.522215 2.929927 -0.816781 -0.031 -0.017 -0.009
C -2.090706 1.620854 -0.192606 0.005 -0.051 -0.069
C -3.168400 1.065414 0.724996 -0.011 0.001 -0.014
O -1.912917 0.628011 -1.261059 -0.075 0.107 0.102
B -0.884098 -0.152924 -0.855021 0.112 0.327 0.090
O -0.173672 0.301164 0.213609 -0.093 0.116 0.140
C -0.679357 1.655268 0.474554 0.022 -0.074 -0.023
C 0.281770 2.620191 -0.203407 0.031 0.001 0.023
C -0.693084 1.872877 1.973589 0.020 0.000 -0.011
H -3.511532 2.813430 -1.257841 -0.001 0.005 -0.002
H -1.833531 3.249995 -1.596134 -0.011 -0.012 0.007
H -2.580314 3.710089 -0.055598 -0.001 -0.005 -0.002
H -4.070161 0.890292 0.139833 -0.010 0.002 0.000
H -3.405308 1.768060 1.524078 -0.003 -0.008 -0.005
H -2.861737 0.116312 1.169991 0.004 0.002 0.002
H 0.335974 2.444707 -1.279983 -0.010 -0.014 -0.002
H 1.276436 2.479265 0.222506 -0.041 0.036 -0.004
H -0.018033 3.654595 -0.032261 0.001 -0.022 -0.002
H -1.240857 1.083210 2.484324 -0.004 0.002 0.005
H -1.154597 2.831579 2.216597 0.008 -0.002 -0.011
H 0.331200 1.885359 2.348684 0.000 0.004 -0.003
C 4.900914 3.226918 -1.738518 0.014 -0.006 -0.007
N 4.216148 2.213498 -0.954848 0.004 -0.009 -0.001
C 3.452822 1.211945 -1.425051 -0.037 0.031 -0.034
Se 3.089839 0.890245 -3.241111 0.018 0.076 0.071
N 2.990333 0.512141 -0.382449 0.082 -0.081 0.033
C 3.447538 1.069795 0.801024 0.011 -0.028 0.008
C 3.232219 0.732570 2.128891 0.018 -0.011 0.006
C 3.844737 1.533535 3.076374 -0.003 -0.004 -0.001
C 4.639668 2.627645 2.711303 -0.002 0.001 0.003
C 4.851921 2.960678 1.385228 -0.004 0.004 -0.010
C 4.234922 2.155522 0.438508 -0.013 0.021 0.016
H 4.691992 3.064284 -2.791353 -0.006 0.005 0.001
H 5.974164 3.159429 -1.568492 0.001 0.000 -0.009
H 4.544925 4.215084 -1.450523 0.001 -0.005 0.008
H 2.398436 -0.311437 -0.459944 -0.023 -0.019 -0.005
H 2.626880 -0.121060 2.401634 -0.007 0.001 -0.001
H 3.713057 1.307809 4.125723 -0.002 0.000 0.000
H 5.100839 3.224811 3.485699 0.000 -0.001 0.000
H 5.466889 3.805189 1.106207 0.001 -0.003 0.000
```
Forces are in eV/Å.

Net charge: +1
Highest occupied orbital energy in eV: -10.821
LUMO in eV: -2.225
Frontier orbital gap in eV: 8.6
E in a.u.: -4521.63384
F_max in eV Å⁻¹: 0.4
Energy relative to the best compared isomer or geometry (same formula, charge and spin) in kJ/mol: 0.0

***

Record 2
ORCA calculation (the ωB97M-V functional and the def2-TZVPD basis) on a molecular structure, C24H29B2CuF8N3O8 at a distorted geometry.

XYZ file:
```
75
Properties=species:S:1:pos:R:3:forces:R:3
Cu -0.351287 -2.198848 1.842815 0.423 1.494 -0.359
B 1.141121 -0.057757 0.385907 0.609 2.298 -1.580
F 0.384521 1.089489 0.801273 1.272 -1.207 -0.196
F 2.021371 -0.606495 1.276102 0.135 0.128 0.850
F 0.171117 -1.062632 0.149132 -1.240 -1.015 0.025
F 1.837431 0.212054 -0.870015 -0.949 -0.204 1.485
B -0.478850 -0.456376 4.043115 0.386 -0.863 2.120
F 0.378423 -1.592012 4.208295 0.578 0.214 -1.493
F 0.187666 0.758098 4.040940 -1.047 -1.111 -0.325
F -1.217390 -0.748716 2.780306 0.369 0.471 -0.080
F -1.370095 -0.705281 5.108780 -0.423 1.230 -0.697
C 1.678120 3.902698 -4.024849 0.264 2.030 0.816
C 2.052810 5.147253 -3.597022 -0.690 1.354 -1.946
C 3.167940 5.483746 -2.627551 -0.722 -0.710 0.049
O 3.437184 6.627431 -2.397708 -0.172 2.230 -0.389
C 3.887878 4.440948 -2.066228 1.251 -2.365 0.080
C 3.609521 3.195553 -2.521420 0.268 -0.409 0.735
C 2.460650 2.849456 -3.467328 0.326 0.579 -0.477
O 2.419000 1.699255 -3.845611 -0.145 -0.865 0.041
O 4.284877 2.093888 -2.241502 -0.499 0.063 -0.551
O 1.569704 6.298124 -4.170469 0.175 -1.524 0.417
H 0.969177 3.751696 -4.827281 -0.030 -0.089 0.163
H 4.789567 4.687185 -1.508654 -0.361 -0.236 0.114
H 3.784051 1.426687 -2.810484 0.570 0.025 0.711
H 2.160247 7.026449 -3.882403 -0.212 -0.207 0.384
C -2.446352 3.580461 -1.265207 3.898 1.827 0.779
C -1.311564 4.332290 -1.535223 -1.784 -0.178 -0.618
C -0.372328 4.690092 -0.366481 -0.580 0.357 -0.321
O 0.478038 5.568907 -0.420975 -0.400 -0.608 -0.998
C -0.612330 4.001307 0.881919 0.014 -0.371 0.994
C -1.624955 3.134327 1.157791 0.704 1.656 -3.404
C -2.662782 2.946604 0.046669 -0.004 0.128 -0.473
O -3.669419 2.292145 0.172008 -0.174 -0.454 0.848
O -1.752242 2.406519 2.206052 -0.385 -0.646 1.673
O -1.158706 4.912960 -2.797815 0.513 -0.708 2.118
H -3.186210 3.445689 -1.984665 -1.098 -0.311 -1.080
H 0.170864 4.252940 1.606084 -0.355 -0.345 -0.016
H -0.983986 2.581439 2.766440 0.072 -0.442 0.334
H -0.274647 5.330696 -2.825367 -0.483 0.002 0.121
C -2.277330 -1.653320 -2.978799 -0.228 -0.349 0.127
C -1.083120 -1.220105 -3.789443 0.705 1.689 -0.435
C 0.288955 -1.218304 -3.003505 -1.155 -0.404 0.347
C 0.665386 -2.608697 -2.773595 -0.059 0.844 0.590
N 0.909263 -3.703829 -2.554563 0.275 -0.899 0.160
H -2.513696 -0.983374 -2.183069 0.206 0.403 0.974
H -2.061642 -2.653958 -2.611561 -0.195 -0.125 0.392
H -3.231098 -1.714126 -3.511174 0.390 -0.038 -0.536
H -1.131079 -0.141693 -4.090285 -0.489 -0.956 -0.192
H -1.111742 -1.879593 -4.663196 0.746 0.397 -0.123
H 0.160700 -0.672777 -2.029326 0.126 -0.774 -0.993
H 1.135074 -0.738721 -3.493093 -0.303 0.190 -0.376
C -5.371688 -1.921214 3.773562 0.995 -0.767 -0.535
C -4.722348 -3.230184 4.352738 -0.662 1.391 0.311
C -3.195109 -3.326084 4.400627 -0.448 0.066 0.490
C -2.498782 -3.327457 3.156051 0.086 0.167 0.145
N -1.799703 -3.389376 2.253737 -0.383 -0.217 -0.339
H -5.326877 -1.915234 2.641494 -0.077 0.167 1.330
H -4.888938 -1.029108 4.187422 0.006 -0.115 -0.263
H -6.403777 -1.911163 4.113796 -0.134 0.029 -0.263
H -5.171913 -4.059757 3.824984 0.083 -0.443 0.075
H -4.997195 -3.264998 5.417115 -0.165 -0.288 -0.358
H -2.915335 -4.305795 4.793627 -0.013 0.049 0.487
H -2.753847 -2.523472 5.034107 -0.112 -0.440 -0.462
C 3.885709 -3.626066 1.654575 0.110 0.785 0.817
C 3.516817 -5.045211 1.323084 0.755 -1.159 -0.842
C 2.489538 -5.141645 0.169303 0.685 1.805 0.064
C 1.475393 -4.190199 0.517466 -3.413 2.463 2.333
N 0.742545 -3.461197 1.078525 3.140 -3.243 -2.507
H 3.139593 -3.114090 2.281383 0.110 -0.188 -0.288
H 4.042197 -2.993654 0.764036 -0.003 -0.361 0.269
H 4.798785 -3.629303 2.254046 0.036 0.098 -0.175
H 3.270495 -5.696984 2.194983 -0.142 0.734 -0.620
H 4.377034 -5.513660 0.834829 0.222 -0.092 0.429
H 2.085445 -6.091480 0.041230 -0.869 -1.700 -0.118
H 2.904124 -4.842466 -0.800483 0.099 0.059 0.227
```
Forces are in eV/Å.

Net charge: 0
Highest occupied orbital energy (spin up / spin down) in eV: -8.837 / -8.837
LUMO (spin up / spin down) in eV: -1.162 / -2.980
Frontier orbital gap (spin up / spin down) in eV: 7.7 / 5.9
E in a.u.: -4187.57615
F_max in eV Å⁻¹: 5.2
2S+1: 2

***

- Which of these has the highest F_max?
  C24H29B2CuF8N3O8

***

- What is the formula in the second record?
  C24H29B2CuF8N3O8

***

- What is the formula in the first record?
  C24H29AuBN6O4SSe